41
Properties=species:S:1:pos:R:3 method="wB97M-V/def2-TZVPD" charge=0 e_lumo_ev=-0.35 relative_energy_kj_mol=1828.44 smiles="Cc1onc(-c2ccccc2Cl)c1C(=O)N1CCCC[C@@H]1C(=O)O" orbital_gap_ev=8.0921
C 0.00082 -4.50932 0.13450
C 0.99834 -3.34167 0.07674
O 2.06373 -3.56798 0.51048
N 2.77681 -2.46392 0.26237
C 1.94009 -1.42171 -0.00637
C 2.17757 -0.11573 0.02736
C 3.00663 0.64260 0.73350
C 3.34206 1.97462 0.65807
C 3.05060 2.64255 -0.36372
C 2.21830 2.29279 -1.34620
C 1.80451 0.85744 -1.36177
Cl 1.06345 -0.14926 -2.68328
C 0.77050 -1.91410 -0.22294
C -0.69106 -1.48441 -0.59718
O -1.20899 -1.89803 -1.61140
N -1.08553 -0.20777 -0.03091
C -0.80624 0.15685 1.11760
C -0.66286 1.76240 1.45610
C -1.78555 2.49671 0.82370
C -2.08123 2.00354 -0.50118
C -2.16387 0.60824 -1.04721
C -3.49835 -0.28362 -0.28088
O -4.25487 0.71990 0.31567
O -3.80072 -1.40954 -0.46776
H -0.86918 -4.28904 -0.64644
H 0.39997 -5.26513 -0.13850
H -0.40316 -4.75844 1.19535
H 3.35921 -0.13165 1.76081
H 3.91052 2.37557 1.66030
H 3.28139 3.71114 -0.56792
H 2.01300 2.74189 -2.20408
H 0.14447 -0.37242 1.39297
H -1.61533 -0.09080 2.11070
H -0.39507 1.86621 2.34611
H 0.37331 2.15501 0.75350
H -2.62089 2.16433 1.38929
H -1.66275 3.33541 0.78953
H -2.91902 2.52303 -1.10785
H -1.20915 2.25157 -1.41993
H -2.02723 0.18895 -1.87900
H -2.93426 -1.79626 -1.03012

***

18
Properties=species:S:1:pos:R:3 method="wB97M-V/def2-TZVPD" charge=0 e_lumo_ev=0.94 relative_energy_kj_mol=35.57 smiles=CCC[C@@H](C)C#N orbital_gap_ev=12.1129
C 0.31478 2.44104 0.88962
C 0.71514 1.05109 0.45645
C -0.40987 0.28999 -0.28008
C -0.27776 -1.22415 -0.04435
C -1.13454 -2.10613 -0.94741
C 1.15354 -1.45375 -0.28042
N 2.27496 -1.32218 -0.55424
H 1.11900 2.89900 1.47357
H 0.13514 3.06229 0.00770
H -0.59931 2.40780 1.49094
H 1.57584 1.12925 -0.21167
H 1.09905 0.48622 1.32217
H -1.41790 0.60862 0.01803
H -0.34757 0.48707 -1.35978
H -0.52555 -1.42633 1.00650
H -2.19575 -1.88943 -0.79133
H -0.88421 -1.92291 -1.99689
H -0.95679 -3.16314 -0.72648

***

8
Properties=species:S:1:pos:R:3 method="wB97M-V/def2-TZVPD" charge=0 e_lumo_ev="0.51 / -2.52" relative_energy_kj_mol=343.72 multiplicity=3 s_squared=2.006 orbital_gap_ev="7.9387 / 7.3998"
C -0.72219 0.26958 0.42316
C 0.62938 -0.30814 0.17047
P 0.24901 0.94306 -1.05685
Br 2.20248 0.13652 1.24169
H -1.49691 -0.33850 0.13633
H -0.86115 1.02854 1.25184
H 0.51218 -2.19347 -0.20776
H -0.51280 0.46240 -1.95887

***

250
Properties=species:S:1:pos:R:3 method="wB97M-V/def2-TZVPD" charge=+1 e_lumo_ev="-2.44 / -2.45" multiplicity=2 s_squared=0.751 orbital_gap_ev="3.0151 / 3.9034"
C 11.50969 -16.07755 -0.76404
O 11.17879 -14.72506 -0.45191
O 11.34026 -16.30140 -2.15145
C 12.81252 -16.58808 -0.05076
F 12.49522 -16.69146 1.29190
F 13.20332 -17.86462 -0.43265
F 14.00367 -15.91192 -0.19316
C 11.30118 -14.32355 0.97498
C 10.92838 -12.84218 1.10507
H 11.67916 -12.14035 0.74196
H 9.93379 -12.63575 0.70973
H 11.01221 -12.62851 2.17063
H 12.33290 -14.38310 1.32155
H 10.50631 -14.80578 1.54396
H 10.68917 -16.70972 -0.42462
C 18.53630 -20.90611 -0.06408
O 18.96392 -19.51364 0.26846
O 19.42077 -21.35067 -1.04906
C 17.99097 -21.78984 1.07631
F 18.09596 -23.13038 0.91963
F 18.59236 -21.44441 2.19050
F 16.67707 -21.54199 1.21285
C 18.08335 -18.43840 0.62162
C 18.84840 -17.13769 0.12675
H 19.52832 -16.87487 0.93715
H 19.43334 -17.26102 -0.78469
H 18.18594 -16.27506 0.05530
H 18.05104 -18.46586 1.71080
H 17.02821 -18.39360 0.35187
H 17.61079 -20.60434 -0.55445
C 17.59473 -18.18502 -12.80606
O 17.44019 -18.99147 -11.59000
O 16.48208 -18.35926 -13.62960
C 18.27248 -16.82618 -12.35109
F 18.81864 -16.27474 -13.36710
F 17.54003 -15.84741 -11.82916
F 19.29757 -17.00711 -11.49545
C 16.40256 -18.67385 -10.58996
C 16.46043 -19.84646 -9.56181
H 16.42649 -20.76609 -10.14596
H 17.37875 -19.96847 -8.98744
H 15.67950 -19.87480 -8.80191
H 15.39699 -18.69640 -11.00999
H 16.51773 -17.70740 -10.09923
H 18.40404 -18.83713 -13.13451
C 20.74964 -16.34446 -6.36962
O 19.30556 -16.09290 -6.44520
O 20.82353 -16.91278 -5.10568
C 21.18564 -17.07334 -7.69307
F 20.37908 -18.03566 -8.07152
F 21.13141 -16.31463 -8.75746
F 22.41485 -17.53160 -7.67934
C 18.74490 -15.43353 -7.59820
C 17.23392 -15.15298 -7.37727
H 16.75136 -16.11730 -7.53636
H 16.94851 -14.84718 -6.37072
H 16.81615 -14.44393 -8.09198
H 18.80363 -15.99676 -8.52955
H 19.26786 -14.47855 -7.54688
H 21.18491 -15.34649 -6.31771
C 24.93886 -23.69372 -6.20031
O 24.12498 -23.11236 -7.17042
O 24.18439 -24.79616 -5.71478
C 26.47160 -23.66509 -6.59464
F 27.23723 -24.45866 -5.79959
F 26.69181 -24.07374 -7.88774
F 27.03195 -22.41622 -6.64209
C 24.03098 -21.74278 -7.44617
C 22.83688 -21.55793 -8.41986
H 22.40586 -20.55944 -8.49284
H 23.12516 -21.79841 -9.44318
H 21.98410 -22.17491 -8.13667
H 24.98210 -21.35550 -7.81154
H 23.78495 -21.18040 -6.54545
H 24.93120 -23.08351 -5.29716
C 24.40318 -20.48425 1.90254
O 23.56588 -19.45857 1.36153
C 22.72943 -19.94406 0.29611
C 22.01482 -18.79140 -0.45664
N 23.11611 -17.86310 -1.03963
H 22.97566 -16.91987 -0.70693
H 24.02834 -18.13132 -0.69908
C 23.04986 -17.64501 -2.63666
C 23.40288 -18.98494 -3.40852
O 24.42821 -19.75203 -2.70441
C 24.67294 -20.97221 -3.33282
H 24.95333 -21.05786 1.15661
H 23.71094 -21.23280 2.28798
H 25.02124 -20.18112 2.74766
H 21.89419 -20.51871 0.69643
H 23.15475 -20.68641 -0.37925
H 21.28512 -18.32001 0.20172
H 21.47684 -19.11211 -1.34873
H 23.78042 -16.88033 -2.90060
H 22.08912 -17.24796 -2.96441
H 23.71819 -18.79213 -4.43395
H 22.48826 -19.57645 -3.44954
H 23.85645 -21.69413 -3.34921
H 25.31901 -21.44129 -2.59076
H 25.20299 -20.80876 -4.27112
C 15.28187 -13.02846 -2.76993
O 14.17176 -12.69956 -3.62817
C 12.87961 -12.36592 -2.98629
C 11.71266 -12.81427 -3.91596
N 12.09761 -14.16791 -4.53691
H 12.99940 -14.16084 -4.99169
H 12.15897 -14.90855 -3.85296
C 11.09520 -14.50256 -5.61498
C 11.21203 -16.03086 -5.94757
O 12.61991 -16.47785 -5.81352
C 13.16291 -16.70197 -7.09840
H 15.32889 -14.09292 -2.54011
H 15.40666 -12.44623 -1.85695
H 16.04706 -12.72300 -3.48357
H 12.74807 -11.33543 -2.65631
H 12.66559 -12.89692 -2.05876
H 11.64177 -12.05532 -4.69511
H 10.76163 -12.84716 -3.38438
H 11.25104 -13.83245 -6.46041
H 10.10321 -14.27585 -5.22427
H 10.79618 -16.13020 -6.95022
H 10.55071 -16.48494 -5.20962
H 13.05218 -15.72598 -7.57092
H 12.72792 -17.51038 -7.68607
H 14.17643 -17.09353 -7.01139
C 21.65199 -23.49762 -1.25622
O 22.50133 -24.59627 -1.62253
C 22.07022 -25.33449 -2.79362
C 22.99235 -26.54596 -2.80394
N 23.31303 -27.07915 -4.20585
H 22.51637 -27.41373 -4.72880
H 23.64511 -26.26275 -4.69912
C 24.38585 -28.16846 -4.36344
C 25.82695 -27.67995 -4.22279
O 25.99866 -27.02233 -2.99522
C 27.12465 -26.13385 -3.04277
H 20.60642 -23.80075 -1.20162
H 21.60030 -22.63167 -1.91619
H 22.02742 -23.17939 -0.28366
H 22.12246 -24.68502 -3.66744
H 21.05354 -25.61680 -2.52018
H 22.59472 -27.39978 -2.25532
H 23.95198 -26.21714 -2.40508
H 24.18878 -28.62164 -5.33498
H 24.13069 -28.75346 -3.47983
H 25.87950 -26.96519 -5.04404
H 26.44280 -28.53798 -4.49228
H 27.92559 -26.66615 -3.55586
H 27.64651 -25.95573 -2.10254
H 26.85037 -25.26758 -3.64480
C 20.35449 -21.65284 -4.96430
O 18.98722 -21.41096 -5.33389
C 18.85201 -20.67556 -6.58400
C 17.96243 -19.38166 -6.36060
N 18.36010 -18.48497 -5.14330
H 19.27756 -18.09748 -5.31126
H 17.75220 -17.67901 -5.11178
C 18.23538 -18.95390 -3.69136
C 17.21029 -18.12084 -3.03008
O 16.09897 -17.87309 -3.92797
C 15.02851 -17.19217 -3.28011
H 20.89170 -22.26709 -5.68694
H 20.52054 -22.25471 -4.07083
H 20.86942 -20.71317 -4.76439
H 18.34700 -21.25219 -7.35896
H 19.82707 -20.40370 -6.98830
H 16.92612 -19.57417 -6.08291
H 17.99724 -18.76937 -7.26170
H 19.18409 -18.83057 -3.16903
H 18.10805 -20.03634 -3.67711
H 17.67258 -17.21260 -2.64344
H 16.88962 -18.63677 -2.12505
H 15.14127 -16.11168 -3.19110
H 14.79619 -17.66630 -2.32652
H 14.14669 -17.44372 -3.86935
C 7.24556 -21.01401 -2.24599
O 8.46437 -20.49320 -2.52588
C 9.60033 -21.24691 -2.04575
C 10.83933 -20.47968 -2.44200
N 10.93064 -20.29145 -3.94037
H 10.83064 -21.13800 -4.48209
H 10.13912 -19.76224 -4.27732
C 12.16546 -19.43646 -4.34583
C 13.56623 -20.17224 -4.04297
O 13.82688 -19.90052 -2.65939
C 14.90030 -20.65515 -2.04256
H 7.31272 -21.38882 -1.22466
H 6.90832 -21.78560 -2.93810
H 6.58493 -20.15144 -2.33338
H 9.52264 -22.28843 -2.35768
H 9.70873 -21.38619 -0.97013
H 11.74901 -20.97213 -2.09837
H 10.80989 -19.57163 -1.83977
H 12.09901 -18.43839 -3.91277
H 11.93223 -19.27946 -5.39895
H 14.24464 -19.66812 -4.73124
H 13.56577 -21.23790 -4.27201
H 14.59953 -21.69870 -1.94955
H 15.06438 -20.22660 -1.05387
H 15.77187 -20.62926 -2.69663
C 12.02779 -28.56170 -2.39504
O 12.51032 -27.73373 -3.44327
C 11.56301 -26.92955 -4.21745
C 12.44509 -25.97683 -5.06715
N 13.52177 -25.32373 -4.11113
H 13.18631 -24.78568 -3.32496
H 14.19006 -25.99751 -3.76542
C 14.33778 -24.24499 -4.96340
C 15.61165 -23.89150 -4.12087
O 16.52955 -24.96860 -3.77784
C 17.77891 -24.53921 -3.35144
H 12.83107 -28.97775 -1.78696
H 11.55690 -29.43243 -2.85133
H 11.36798 -28.12874 -1.64318
H 10.96072 -26.40887 -3.47298
H 10.93380 -27.58809 -4.81621
H 11.78031 -25.15647 -5.33767
H 12.88780 -26.55891 -5.87541
H 13.67851 -23.37697 -4.96437
H 14.66308 -24.70326 -5.89736
H 15.23411 -23.39620 -3.22631
H 16.14368 -23.09402 -4.63959
H 17.57887 -24.44497 -2.28410
H 18.04756 -23.53097 -3.66669
H 18.52679 -25.30103 -3.57147
C 24.55518 -23.40104 -11.63727
O 23.76735 -24.03038 -10.66556
C 23.36415 -25.35895 -10.78890
C 22.23070 -25.69608 -9.86015
N 22.28054 -25.05809 -8.43497
H 23.20730 -25.10251 -8.03591
H 22.16182 -24.07078 -8.61165
C 21.03888 -25.44718 -7.60980
C 19.78626 -24.48326 -7.77496
O 19.67532 -23.92556 -9.00527
C 18.66308 -24.44347 -9.86508
H 25.62778 -23.51747 -11.48215
H 24.15977 -22.38886 -11.55224
H 24.25971 -23.69840 -12.64344
H 24.06025 -26.18713 -10.65603
H 22.97210 -25.58266 -11.78105
H 22.14761 -26.77020 -9.69447
H 21.30619 -25.45969 -10.38693
H 21.52313 -25.58646 -6.64325
H 20.77211 -26.46215 -7.90438
H 19.93513 -23.73112 -7.00022
H 18.85647 -24.96326 -7.46970
H 17.62066 -24.30176 -9.57982
H 18.96607 -25.47102 -10.06621
H 18.59760 -23.94780 -10.83364

***

89
Properties=species:S:1:pos:R:3 method="wB97M-V/def2-TZVPD" charge=-1 e_lumo_ev="2.35 / 1.03" relative_energy_kj_mol=0.00 multiplicity=6 s_squared=8.789 orbital_gap_ev="6.7293 / 6.1768"
Fe -0.41150 -0.01991 0.62201
S -2.18822 3.63767 7.52208
C -1.56643 3.01809 6.13039
S -2.44487 2.92576 4.64868
C -1.22438 2.16606 3.63991
C 0.00037 1.90949 4.29214
S 1.36591 1.22336 3.62703
S 0.02618 2.37413 5.99032
S -1.65140 1.85403 2.04851
C -1.53399 -1.22924 4.18153
P -0.67242 -1.60177 2.61837
C 0.88148 -2.37569 3.18993
C -1.60000 -3.09111 2.04627
C -1.09457 -3.54568 0.67337
P -1.30302 -2.17146 -0.54108
C -0.60752 -2.91043 -2.05197
C -3.10512 -2.28424 -0.85097
H -1.65385 -2.12292 4.79830
H -2.51345 -0.80423 3.95880
H -0.96067 -0.48645 4.73494
H 0.68259 -3.26056 3.79959
H 1.44210 -1.64424 3.77100
H 1.48956 -2.65309 2.32796
H -2.65719 -2.81439 1.98503
H -1.52007 -3.88751 2.79280
H -1.60973 -4.45203 0.34032
H -0.02611 -3.78066 0.72110
H -1.15025 -3.81631 -2.33481
H 0.44134 -3.15752 -1.88668
H -0.67943 -2.16897 -2.84581
H -3.43149 -3.32306 -0.94798
H -3.31203 -1.74325 -1.77350
H -3.66292 -1.79935 -0.04874
N 1.32562 0.13450 -0.07263
P 2.57052 0.00839 -0.93264
C 2.65919 1.24017 -2.28171
C 3.76542 1.42124 -3.10870
C 3.74664 2.38792 -4.10220
C 2.62016 3.18449 -4.27211
C 1.51846 3.01280 -3.44740
C 1.53659 2.04223 -2.45403
C 4.14980 0.23399 -0.03839
C 4.08027 0.97123 1.13974
C 5.22651 1.21478 1.88298
C 6.45081 0.72240 1.45179
C 6.52694 -0.01831 0.27931
C 5.37943 -0.26338 -0.46201
C 2.83308 -1.59445 -1.77923
C 3.11833 -2.70610 -0.98500
C 3.21567 -3.96984 -1.54439
C 3.02751 -4.13913 -2.91202
C 2.73815 -3.04219 -3.70838
C 2.63862 -1.77575 -3.14354
H 4.64932 0.80771 -2.97632
H 4.61011 2.52463 -4.74166
H 2.60552 3.94227 -5.04599
H 0.64285 3.63728 -3.57517
H 0.69192 1.88937 -1.79073
H 3.11270 1.33312 1.46775
H 5.15656 1.78181 2.80282
H 7.34572 0.90897 2.03292
H 7.47907 -0.41352 -0.05341
H 5.44305 -0.86371 -1.36286
H 3.26090 -2.57327 0.08230
H 3.43862 -4.82375 -0.91638
H 3.10097 -5.12617 -3.35158
H 2.57814 -3.17003 -4.77176
H 2.39400 -0.92641 -3.76956
C -4.13319 4.32139 0.69002
C -4.77724 3.01086 0.35285
C -5.74854 2.44559 1.16050
C -6.29900 1.21216 0.84367
Cl -7.51914 0.52366 1.89107
C -5.89333 0.52109 -0.27698
C -4.91993 1.07614 -1.09971
C -4.36494 2.30982 -0.78834
O -3.42351 2.92639 -1.54948
C -2.72205 2.12789 -2.48747
C -1.96196 0.93970 -1.87142
O -1.69607 -0.00152 -2.62637
O -1.70241 1.06147 -0.64087
H -4.55787 4.73454 1.60450
H -4.26173 5.04306 -0.11865
H -3.06097 4.17975 0.83462
H -6.06730 2.96045 2.05779
H -6.32402 -0.44336 -0.50980
H -4.58803 0.52793 -1.97061
H -1.98250 2.79486 -2.93236
H -3.38241 1.77032 -3.28161

***

19
Properties=species:S:1:pos:R:3 method="wB97M-V/def2-TZVPD" charge=0 e_lumo_ev=0.77 relative_energy_kj_mol=226.86 smiles=NC[C@H](N)CCO orbital_gap_ev=9.6688
N 0.62683 2.55366 -1.03526
C -0.33989 1.42597 -0.96687
C -0.07281 0.35698 0.16684
N 1.28497 0.50700 0.71890
C -0.21235 -1.03079 -0.52465
C -0.96930 -1.92574 0.50522
O -0.09790 -2.22308 1.55438
H 0.46953 3.12734 -0.21949
H 1.55020 2.14819 -1.07192
H -1.30407 1.95687 -0.88323
H -0.40012 0.97048 -1.95512
H -0.75212 0.51169 1.00565
H 1.94709 -0.12994 0.29512
H 1.38073 0.41561 1.71767
H 0.64705 -1.57177 -0.97373
H -0.71652 -1.06458 -1.50867
H -1.92121 -1.48211 0.81243
H -1.23356 -2.90087 0.06884
H 0.11345 -1.64491 2.29388

***

14
Properties=species:S:1:pos:R:3 method="wB97M-V/def2-TZVPD" charge=0 e_lumo_ev="-0.68 / -0.68" relative_energy_kj_mol=344.71 orbital_gap_ev="8.7457 / 8.7450"
C -1.05641 -1.32011 -1.54449
C 0.03486 2.22035 0.15793
C 0.58786 -1.34398 0.64781
O -0.05929 0.99001 -0.62714
F -1.39725 0.08572 1.99260
P -0.66056 -0.38345 -0.22688
H -1.63861 -1.04953 -2.50685
H -1.10436 -2.27010 -1.25716
H -0.75520 2.82944 -0.13292
H 0.84477 2.81589 -0.28821
H 0.19316 1.87188 1.30878
H 0.07528 -2.26344 1.10402
H 1.46744 -1.54349 -0.09696
H 0.78671 -0.92912 1.66301

***

11
Properties=species:S:1:pos:R:3 method="wB97M-V/def2-TZVPD" charge=0 e_lumo_ev=1.15 relative_energy_kj_mol=129.41 smiles=CCC(F)F orbital_gap_ev=11.5540
C -1.12892 -0.58266 -0.14610
C -0.21604 0.63733 -0.27009
C 1.34433 0.08915 0.36505
F 2.28885 0.97123 0.01024
F 1.52760 -1.14578 -0.20582
H -0.69194 -1.48085 -0.54047
H -1.43245 -0.66103 0.84180
H -2.12906 -0.30293 -0.61693
H -0.00062 1.14830 -1.24324
H -0.60327 1.42518 0.33574
H 1.04150 -0.09795 1.46981

***

- Which value of charge does entry 8 give?
  0